No. 1
Entry from the OMol25 dataset: C7H9NO2S in the gas phase (ωB97M-V/def2-TZVPD).

As for the charge: 0. For the energy above the lowest of the compared OMol25 structures with the same formula, charge and spin, the calculation gives 115.2 kcal per mole. As for the HOMO-LUMO gap: 0.2331 Ha.

The geometry in XYZ format:
```
20
Properties=species:S:1:pos:R:3:forces:R:3
C -0.938472 1.235851 -0.101094 1.57 0.70 -1.57
C -2.553357 -0.439601 0.319625 -1.01 -0.21 0.93
C 0.444380 3.341801 -0.341442 -0.10 0.33 -0.34
C -0.724847 2.652276 -0.196327 0.18 0.03 1.68
C -0.038080 -0.878872 -0.450542 1.09 -1.65 0.13
C 2.230523 -1.614890 0.763624 -2.56 -0.45 1.32
C 1.203523 -1.710827 -0.409914 -1.17 -0.41 1.77
N -0.045810 0.363802 -0.386083 -0.29 1.50 0.65
O -3.351795 -0.871440 1.106194 0.15 -0.36 -0.48
O -2.212853 0.818206 0.276121 -0.14 -0.15 -0.22
S -1.783059 -1.569090 -0.937696 0.19 0.09 0.32
H 0.512473 4.455017 -0.219089 -0.46 -1.27 -0.09
H 1.436870 2.892517 -0.628295 -1.45 0.11 0.30
H -1.671859 2.996852 0.238047 0.48 1.49 -0.57
H 2.081939 -0.571514 1.125749 0.89 -0.72 -0.02
H 3.223026 -1.884382 0.424656 0.15 0.37 -0.03
H 1.954164 -2.334521 1.629201 0.38 1.23 -1.35
H 0.805636 -2.652431 -0.610832 -0.04 -2.35 0.13
H 1.705941 -1.503496 -1.268497 1.66 0.92 -2.67
H -2.278335 -2.725254 -0.333402 0.49 0.80 0.09
```
Positions in Å, forces in eV/Å.

***

No. 2
Entry from the OMol25 dataset: a molecular structure, C7H9NO2S (ωB97M-V/def2-TZVPD).

As for the charge: 0. For the energy above the lowest of the compared OMol25 structures with the same formula, charge and spin, the calculation gives 95.9 kcal per mole. As for the HOMO-LUMO gap (alpha / beta): 0.2488 / 0.2987 Ha.

The geometry in XYZ format:
```
20
Properties=species:S:1:pos:R:3:forces:R:3
C 1.962436 1.819672 0.112811 0.75 1.35 1.75
C 2.766264 0.746412 0.238959 -0.03 0.89 -1.24
C -0.860893 -0.084882 -1.376460 0.29 1.53 -2.20
C 0.651082 1.798277 -0.571585 0.65 1.61 -0.91
C -0.820823 -1.367026 -0.579627 1.47 -1.81 -0.76
C 0.127685 -0.543509 0.303972 1.61 -0.42 1.09
C -2.108170 -1.648215 0.094824 -1.68 -2.99 1.16
N 0.023370 0.548994 -0.512870 -1.27 -0.85 -0.87
O -1.337471 0.366027 -2.392823 -0.06 -0.74 0.72
O 3.775892 -1.544044 -0.310477 0.64 -0.47 0.06
S 2.661303 -0.695232 -0.759784 -1.52 0.09 0.57
H 2.106822 2.851527 0.644812 0.39 -2.26 -0.90
H 3.758174 0.726329 0.649168 0.19 0.37 0.73
H 0.063667 2.554100 -0.052913 -0.42 0.15 -0.29
H 0.806485 2.124465 -1.648137 -0.54 -0.44 1.05
H -0.364231 -2.272975 -1.234234 -0.85 2.09 1.80
H 0.207959 -0.346330 1.399392 0.00 -0.86 -0.85
H -2.515940 -0.698473 0.367005 -0.65 0.47 0.51
H -2.063513 -2.351156 1.052884 0.29 1.60 -1.95
H -2.842798 -2.178318 -0.577526 0.72 0.71 0.52
```
Positions in Å, forces in eV/Å.

***

No. 3
Entry from the OMol25 dataset: C7H9NO3 in the gas phase (ωB97M-V/def2-TZVPD).

As for the SMILES: NCc1cc(O)c(O)c(O)c1. As for the charge: 0. For the energy above the lowest of the compared OMol25 structures with the same formula, charge and spin, the calculation gives 33.0 kcal per mole. As for the HOMO-LUMO gap: 0.3171 Ha.

The geometry in XYZ format:
```
20
Properties=species:S:1:pos:R:3:forces:R:3
C 1.401609 1.222925 1.506675 0.29 -1.53 0.00
C 0.511250 0.450572 0.508261 1.75 -0.85 -0.95
C 0.882178 0.765188 -0.806616 -3.23 -1.46 0.11
C 0.060475 0.341744 -1.841803 1.05 -1.48 0.81
C -0.721658 -0.763010 -1.582072 -3.66 -1.07 0.95
C -1.054028 -1.219570 -0.320182 2.43 2.39 2.32
C -0.419067 -0.581777 0.732621 1.35 2.01 1.25
H 1.649441 -0.255038 2.700500 0.32 -2.46 0.37
H 0.726758 0.829900 3.452028 -0.84 0.12 0.31
H 1.093261 2.222915 1.424937 -0.63 1.53 0.67
H 2.431448 1.278036 1.086908 -0.59 -0.40 0.18
H 1.627786 1.405505 -1.031184 2.32 2.31 -0.46
H -0.844163 0.547281 -3.461770 1.77 0.34 0.37
H -2.349472 -1.681417 -2.265817 -0.91 -1.42 1.05
H -1.967783 -2.466729 0.820700 -0.16 0.90 -1.16
H -0.752291 -0.625649 1.771981 -0.15 -0.70 -0.26
N 1.515880 0.686934 2.869173 0.52 2.29 -1.09
O 0.063293 0.803032 -3.094005 -1.53 0.34 -1.25
O -1.722429 -1.030361 -2.472783 1.20 1.53 -3.18
O -2.132486 -1.930480 0.002448 -1.28 -2.39 -0.05
```
Positions in Å, forces in eV/Å.

***

No. 4
Entry from the OMol25 dataset: a molecular structure, C7H9NOS (ωB97M-V/def2-TZVPD).

As for the charge: 0. For the energy above the lowest of the compared OMol25 structures with the same formula, charge and spin, the calculation gives 90.2 kcal per mole. As for the HOMO-LUMO gap: 0.2899 Ha.

The geometry in XYZ format:
```
19
Properties=species:S:1:pos:R:3:forces:R:3
C 0.084478 -0.100490 -0.396929 0.22 -0.44 0.13
C -0.526335 0.444761 0.627780 -2.20 -3.75 -0.09
C 1.724833 0.157218 -2.242799 0.58 -0.96 0.57
C 0.584004 1.813911 2.172068 0.33 0.13 0.53
C 1.040005 0.619348 -1.217021 -0.55 1.14 0.88
C -0.549733 1.528871 1.492791 1.24 2.11 0.23
C -0.193242 -1.579851 -0.656250 2.25 -1.97 -1.72
N -1.532898 -1.916762 -0.360307 -2.95 -0.35 -0.95
O -3.208756 -1.216795 1.582245 -1.06 0.29 -0.72
S -1.830499 -1.440688 1.209524 2.93 1.28 0.69
H 2.518821 0.820585 -2.608026 -0.42 -0.81 -0.58
H 1.594042 -0.945033 -2.402065 0.75 1.35 -0.67
H 0.810827 2.641277 2.815363 -1.05 0.82 0.22
H 1.509983 1.235890 2.238104 -0.66 -0.73 -0.84
H 1.111161 1.648758 -0.859105 0.39 -0.04 -0.41
H -1.427500 2.202216 1.409806 0.65 -0.42 0.61
H 0.135357 -1.931006 -1.717378 -1.16 0.85 1.59
H 0.463574 -2.320536 -0.053242 -0.73 1.61 -0.39
H -2.308124 -1.661674 -1.034561 1.44 -0.12 0.90
```
Positions in Å, forces in eV/Å.

***

No. 5
Entry from the OMol25 dataset: C7H9NSe in the gas phase (ωB97M-V/def2-TZVPD).

As for the charge: 0. For the energy above the lowest of the compared OMol25 structures with the same formula, charge and spin, the calculation gives 138.4 kcal per mole. As for the HOMO-LUMO gap (alpha / beta): 0.2823 / 0.2697 Ha.

The geometry in XYZ format:
```
18
Properties=species:S:1:pos:R:3:forces:R:3
C -1.178072 -1.049699 0.627995 0.72 -2.28 -1.24
C -0.639082 -0.827825 -1.759101 -0.85 -0.35 0.87
C -0.193667 -0.199368 0.941083 -1.17 -0.30 3.87
C -1.345664 -1.451116 -0.808941 -1.70 0.51 -0.28
C 1.380866 1.551062 0.427022 -1.82 -2.15 0.01
C -2.491512 -2.496905 -1.002816 0.98 -1.09 -2.10
C 3.486724 3.198057 0.578384 0.64 1.56 -1.71
N 0.551628 0.639638 0.192010 1.17 1.31 -0.67
Se 2.490680 2.245681 -0.845811 1.23 0.53 -0.36
H -1.621590 -1.876362 1.317058 0.89 2.27 -0.66
H 0.044105 0.035024 -1.681556 -0.29 -0.80 -0.48
H 0.000828 -0.121163 2.026081 0.07 0.11 -0.42
H -2.404084 -2.981596 -2.040892 -0.22 0.79 1.46
H -2.450990 -3.318065 -0.302952 1.01 -0.45 0.39
H -3.551931 -2.297808 -0.827471 0.19 1.44 -0.37
H 4.055508 4.110128 0.125464 -1.08 -1.74 0.89
H 2.585720 3.498421 1.086275 0.47 0.51 0.91
H 4.151068 2.534840 1.132192 -0.24 0.13 -0.12
```
Positions in Å, forces in eV/Å.

***

No. 6
Entry from the OMol25 dataset: a molecular structure, C7H9O2 (ωB97M-V/def2-TZVPD).

As for the charge: -1. For the energy above the lowest of the compared OMol25 structures with the same formula, charge and spin, the calculation gives 27.1 kcal per mole. As for the HOMO-LUMO gap: 0.2647 Ha.

The geometry in XYZ format:
```
18
Properties=species:S:1:pos:R:3:forces:R:3
C 2.081017 1.109949 0.598341 1.02 0.73 -0.55
C 2.029947 -0.257257 0.260235 -2.54 2.22 -1.29
C 0.851128 1.704042 0.116521 0.43 -3.86 0.78
C 0.193379 0.326789 -0.210704 0.03 -0.58 1.72
C -0.476837 0.248792 -1.546493 -2.58 -0.72 0.88
C -1.424065 -1.552302 0.480876 -0.76 1.22 3.68
C -0.795669 -0.187373 0.953826 1.54 0.31 -1.01
O 2.744220 -1.230213 0.170621 -0.59 0.06 0.18
O 0.313766 2.785313 0.002714 0.13 1.20 -0.11
H 3.034344 1.590592 0.757713 0.25 0.39 0.58
H -0.844556 -0.774574 -1.663876 0.56 0.00 -0.75
H 0.066416 0.605750 -2.345521 1.84 0.25 -1.80
H -1.441565 0.822850 -1.731494 0.68 -0.07 1.11
H -2.114382 -1.370151 -0.293805 -0.94 0.09 -0.88
H -2.011954 -2.066702 1.364345 1.34 0.68 -1.72
H -0.595986 -2.091483 0.103453 0.64 -1.18 -0.17
H -0.098012 -0.308849 1.836075 -1.13 0.00 -0.69
H -1.511197 0.644826 1.147178 0.08 -0.74 0.04
```
Positions in Å, forces in eV/Å.

***

No. 7
Entry from the OMol25 dataset: a molecular structure, C7H9O5PZn (ωB97M-V/def2-TZVPD).

As for the charge: +2. For the energy above the lowest of the compared OMol25 structures with the same formula, charge and spin, the calculation gives 14.4 kcal per mole. As for the HOMO-LUMO gap: 0.3108 Ha.

The geometry in XYZ format:
```
23
Properties=species:S:1:pos:R:3:forces:R:3
O 0.548613 3.874477 0.665632 -2.75 -2.99 -4.20
C 0.005674 3.256508 -0.152381 2.80 2.73 4.12
Zn -0.991718 1.721561 -1.331422 0.21 -0.19 1.52
O -1.297278 3.965103 -4.228680 0.06 -1.86 2.69
C -1.259754 3.301638 -3.304801 0.04 1.44 -2.29
C -2.869272 1.908634 0.514916 -1.29 -0.04 1.54
O -3.598564 1.895817 1.382007 1.59 0.04 -1.87
C -2.304580 0.217375 -2.169747 -3.02 -4.42 -1.14
O -2.987457 -0.679856 -2.430245 3.27 4.42 1.18
C 1.937483 -1.424716 1.932198 0.81 1.39 1.29
P 0.778879 -0.893033 0.658587 1.37 -0.03 1.27
C 1.927230 -1.111928 -0.693061 -0.60 -1.13 -0.91
C -0.587925 -1.897301 1.172121 -0.37 -1.21 -0.58
O 0.160911 0.478936 0.440656 -0.89 2.16 -1.24
H 1.715316 -1.198618 2.987232 -0.21 0.13 -0.45
H 2.991782 -1.185864 1.761135 -0.26 0.36 -0.10
H 1.891959 -2.490539 1.859431 -0.16 -0.87 -0.21
H 2.520547 -2.022580 -0.563759 -0.21 0.06 -0.23
H 1.390808 -1.131820 -1.644269 0.26 -0.11 -0.16
H 2.624726 -0.276636 -0.690740 -0.16 0.20 0.24
H -1.345773 -1.277417 1.657303 0.16 0.12 -0.28
H -0.982182 -2.378710 0.275207 -0.48 -0.26 0.26
H -0.269424 -2.651033 1.902680 -0.17 0.05 -0.45
```
Positions in Å, forces in eV/Å.

***

No. 8
Entry from the OMol25 dataset: a molecular structure, C7H9O7PYb (ωB97M-V/def2-TZVPD).

As for the charge: +3. Its spin multiplicity is 2. As for the HOMO-LUMO gap (alpha / beta): 0.3197 / 0.3132 Ha.

The geometry in XYZ format:
```
25
Properties=species:S:1:pos:R:3:forces:R:3
O 0.344807 -3.373285 -2.200754 -0.32 6.43 0.32
C 0.286126 -2.210728 -2.112314 0.26 -6.85 -0.33
Yb 0.270927 0.278798 -1.405949 -0.74 0.04 0.16
O -2.555556 0.138877 -3.796518 3.75 0.15 2.75
C -1.640097 0.174330 -3.104591 -4.02 -0.17 -2.89
C 2.139594 0.214048 -3.059476 4.63 -0.04 -2.93
O 3.081312 0.190732 -3.716284 -3.92 0.08 2.57
C 0.279398 2.665212 -2.263544 0.04 3.92 0.24
O 0.272465 3.804483 -2.236746 0.00 -3.58 -0.30
C 0.954624 -2.156037 1.114726 -0.20 -0.85 -0.61
O 1.543514 -0.938917 0.469301 0.04 2.85 1.16
P 1.796404 0.592903 1.229890 -2.47 -1.81 2.95
O 1.047138 0.656388 2.618945 2.48 -0.10 -3.38
C -0.245244 0.308449 3.195215 -0.70 -0.63 0.89
O -0.336040 1.362297 0.206509 1.93 -0.14 -1.01
C -1.738007 1.272680 0.306216 -1.07 -0.77 0.76
H 1.533420 -2.982420 0.677116 -0.16 0.26 0.30
H -0.076625 -2.209431 0.721298 0.30 -0.11 0.67
H 1.028027 -2.208616 2.222672 -0.01 0.56 -0.82
H -0.774049 -0.458966 2.570898 0.55 0.80 0.65
H -0.002983 -0.066507 4.217734 -0.37 0.21 -0.85
H -0.777757 1.269780 3.264044 0.11 -0.53 -0.01
H -2.029195 0.210973 0.197785 -0.36 -0.01 0.06
H -2.090581 1.601414 1.279297 0.03 -0.12 0.20
H -2.311625 1.863544 -0.395470 0.24 0.40 -0.55
```
Positions in Å, forces in eV/Å.

***

No. 9
Entry from the OMol25 dataset: C7H9PS2 in the gas phase (ωB97M-V/def2-TZVPD).

As for the SMILES: C[P@](=S)(S)c1ccccc1. As for the charge: 0. For the energy above the lowest of the compared OMol25 structures with the same formula, charge and spin, the calculation gives 0.0 kcal per mole. As for the HOMO-LUMO gap: 0.3418 Ha.

The geometry in XYZ format:
```
19
Properties=species:S:1:pos:R:3:forces:R:3
C -1.977057 -1.141022 -1.748429 0.44 1.52 2.02
C -2.244897 -0.082548 -0.853277 -1.15 0.68 -0.84
C -0.698131 -1.593061 -1.835180 0.99 1.17 1.02
C -1.243840 0.584307 -0.181499 -0.03 0.87 1.67
C 0.379378 -0.959321 -1.127485 -2.29 -1.30 -2.06
C 0.067652 0.098492 -0.353405 1.24 1.44 1.74
C 1.049288 0.151971 2.335950 -0.34 -2.93 -2.40
P 1.510089 0.731789 0.658637 0.24 -0.09 -0.29
S 3.352075 0.270358 -0.012520 -1.74 0.36 0.70
S 1.153143 2.812745 0.824057 1.11 0.06 -0.23
H -2.849544 -1.502299 -2.209182 -0.50 -0.98 -0.94
H -3.310067 0.228885 -0.875119 0.89 0.11 0.60
H -0.489944 -2.414531 -2.422352 0.56 -1.62 -1.31
H -1.428421 1.445920 0.597803 0.17 -1.75 -1.86
H 1.371811 -1.277759 -1.345710 0.66 -0.16 0.31
H 1.688418 0.494927 3.094139 0.34 0.77 1.12
H -0.031706 0.107524 2.416594 -0.18 1.13 0.57
H 1.182266 -0.959881 2.240079 0.52 0.67 0.16
H 2.519488 3.003504 0.796899 -0.95 0.04 0.02
```
Positions in Å, forces in eV/Å.

***

What are the E values for these records? In order: -23819.9684, -23820.8076, -15035.7205, -21772.9316, -74234.1531, -11498.7681, -75331.3612, -62523.4865, -38364.6317 eV.
What are the maximum force values for these records? In order: 3.3, 3.6, 4.1, 4.3, 4.1, 4.0, 5.8, 6.9, 3.8 eV/Å.